# C4H5N3O

3 unconnected molecules or ions with the total composition C4H5N3O at a distorted geometry (ωB97M-V/def2-TZVPD, the OMol25 dataset).

CARTESIAN COORDINATES (ANGSTROEM)
C: 2.448 0.016 0.276
C: 1.313 0.740 -0.245
C: -1.307 -1.512 -0.057
C: -1.239 0.657 0.044
H: 2.307 -1.198 1.243
H: 3.632 0.162 -0.002
H: 1.185 1.927 -1.211
H: -1.635 -2.477 0.246
H: -2.734 1.606 -0.034
N: 0.006 0.103 -0.163
N: -0.062 -1.280 -0.323
N: -1.769 1.754 0.184
O: -2.145 -0.497 0.043

Calculated values
- HOMO (eV) = -8.51
- electronic energy (eV) = -10739.860
- orbital gap (hartree) = 0.329

---

# C26H53BrF23NO21

19 unconnected molecules or ions with the total composition C26H53BrF23NO21 at a distorted geometry (ωB97M-V/def2-TZVPD, the OMol25 dataset).

CARTESIAN COORDINATES (ANGSTROEM)
C: -5.229 -5.078 2.520
N: -5.072 -4.179 1.368
C: -5.337 -4.925 0.104
C: -3.799 -3.620 1.354
O: -3.002 -3.754 2.244
C: -3.499 -2.777 0.124
C: -2.531 -1.614 0.360
C: -2.878 -0.913 1.705
C: -4.341 -0.642 1.905
O: -5.004 -1.012 2.781
F: -4.870 0.126 0.937
C: -2.577 -0.552 -0.755
O: -1.242 -0.132 -0.993
C: -0.246 -1.012 -0.519
C: 0.677 -0.114 0.395
F: 1.284 0.812 -0.416
F: -0.200 0.590 1.181
C: 1.713 -0.746 1.312
C: 2.238 -2.041 1.161
C: 3.209 -2.529 2.052
C: 3.687 -1.731 3.104
C: 3.175 -0.440 3.263
C: 3.698 0.460 4.345
F: 2.717 1.081 5.027
F: 4.455 1.456 3.814
F: 4.503 -0.170 5.227
C: 2.185 0.061 2.384
C: 0.573 -1.370 -1.835
F: 0.548 -0.263 -2.616
F: 1.867 -1.586 -1.466
C: 0.349 -2.525 -2.900
F: 1.307 -2.236 -3.819
F: 0.628 -3.730 -2.406
C: -0.998 -2.534 -3.733
F: -0.672 -2.630 -5.042
F: -1.596 -1.334 -3.585
C: -2.074 -3.658 -3.478
F: -1.607 -4.711 -2.811
F: -3.023 -3.062 -2.717
C: -2.847 -4.161 -4.756
F: -3.950 -4.737 -4.231
F: -3.213 -3.100 -5.490
C: -2.282 -5.297 -5.695
F: -1.884 -6.336 -4.937
F: -3.365 -5.673 -6.403
C: -1.173 -5.032 -6.777
F: -1.367 -3.845 -7.363
F: -1.331 -5.999 -7.696
C: 0.316 -5.156 -6.267
F: 0.371 -5.153 -4.935
F: 0.848 -6.308 -6.680
F: 1.059 -4.162 -6.739
C: -1.017 -2.000 0.398
Br: -0.570 -3.878 0.238
H: -6.247 -5.461 2.507
H: -4.541 -5.924 2.472
H: -5.083 -4.530 3.444
H: -5.672 -4.253 -0.681
H: -4.450 -5.458 -0.250
H: -6.095 -5.672 0.305
H: -4.443 -2.420 -0.289
H: -3.100 -3.468 -0.617
H: -2.360 0.047 1.750
H: -2.565 -1.494 2.565
H: -3.068 0.361 -0.432
H: -3.115 -0.827 -1.665
H: 1.925 -2.670 0.348
H: 3.588 -3.530 1.901
H: 4.433 -2.118 3.783
H: 1.811 1.068 2.515
H: -0.706 -1.807 1.421
O: 4.083 4.142 2.635
H: 4.147 3.248 2.984
H: 3.565 4.036 1.821
O: 1.717 4.687 4.184
H: 1.510 3.941 4.754
H: 2.580 4.485 3.776
O: 0.949 2.795 -2.930
H: 0.837 1.904 -2.584
H: 0.545 2.765 -3.804
O: 1.978 4.587 0.015
H: 1.535 5.012 -0.727
H: 1.512 4.976 0.769
O: 0.167 0.370 -6.014
H: -0.290 -0.417 -5.703
H: 1.032 0.052 -6.291
O: 2.555 7.638 3.788
H: 2.151 6.783 3.996
H: 2.891 7.520 2.894
O: -2.040 -9.209 -3.526
H: -1.667 -8.473 -4.020
H: -2.104 -9.924 -4.166
O: -0.119 5.928 2.355
H: -0.996 5.537 2.265
H: -0.061 6.193 3.276
O: 1.096 -7.597 -9.393
H: 1.958 -7.430 -9.784
H: 1.164 -7.285 -8.486
O: 0.561 10.041 3.809
H: 1.395 9.578 3.661
H: 0.459 10.036 4.765
O: -2.441 1.641 -3.015
H: -2.278 0.724 -3.254
H: -2.208 2.136 -3.807
O: 1.335 7.375 -0.964
H: 1.969 7.641 -1.637
H: 1.523 7.938 -0.208
O: 2.453 6.429 7.012
H: 2.697 5.509 6.852
H: 2.457 6.811 6.130
O: -1.151 12.003 1.946
H: -0.741 11.554 1.202
H: -0.704 11.626 2.714
O: 6.882 5.206 2.052
H: 5.944 5.124 2.268
H: 7.069 6.148 2.096
O: 6.014 1.149 7.873
H: 6.013 0.237 8.181
H: 5.519 1.105 7.048
O: -1.650 3.447 1.295
H: -1.347 2.540 1.217
H: -1.623 3.766 0.386
O: 4.231 3.465 6.892
H: 4.639 3.070 6.116
H: 4.675 3.053 7.644

Calculated values
- HOMO (eV) = -10.21
- electronic energy (eV) = -204854.921
- orbital gap (hartree) = 0.366

---

# C22H19IN5O10Pd

A molecular structure, C22H19IN5O10Pd at a distorted geometry (ωB97M-V/def2-TZVPD, the OMol25 dataset).

CARTESIAN COORDINATES (ANGSTROEM)
Pd: -0.110 0.247 0.567
O: -2.053 1.318 3.942
C: -1.430 1.326 2.895
O: -1.216 0.246 2.210
C: -0.836 2.621 2.388
C: -1.403 3.824 2.755
C: -0.826 5.033 2.353
C: 0.311 5.041 1.550
C: 0.891 3.841 1.166
C: 0.372 2.591 1.633
O: 1.038 1.496 1.475
N: 1.975 3.834 0.264
O: 2.599 4.885 0.094
O: 2.235 2.789 -0.347
N: -1.411 6.265 2.748
O: -2.424 6.236 3.439
O: -0.868 7.305 2.387
H: -2.303 3.828 3.353
H: 0.733 5.973 1.205
N: 1.654 -2.355 3.793
C: 1.100 -2.129 2.588
O: 1.653 -1.474 1.717
C: -0.255 -2.709 2.295
I: -0.888 -4.376 3.466
H: 2.496 -1.853 4.027
H: 1.132 -2.797 4.533
H: -0.270 -3.020 1.247
H: -0.994 -1.916 2.440
C: 4.290 -0.647 -1.386
C: 3.034 -0.944 -2.215
C: 2.726 -2.448 -2.216
C: 3.148 -0.392 -3.639
C: 1.935 -0.315 -1.533
N: 1.063 0.140 -0.944
H: 5.151 -1.140 -1.831
H: 4.158 -1.012 -0.371
H: 4.470 0.424 -1.337
H: 3.507 -2.981 -2.754
H: 1.766 -2.645 -2.685
H: 2.672 -2.821 -1.197
H: 3.990 -0.855 -4.148
H: 3.298 0.684 -3.618
H: 2.240 -0.601 -4.199
O: -0.279 -2.878 -0.718
C: -1.255 -2.140 -0.903
N: -1.324 -0.851 -0.434
C: -2.480 -0.221 -0.854
O: -2.656 0.977 -0.624
C: -3.269 -1.212 -1.578
C: -4.503 -1.165 -2.206
C: -4.958 -2.300 -2.855
C: -4.202 -3.477 -2.872
C: -2.968 -3.536 -2.254
C: -2.499 -2.402 -1.612
H: -5.088 -0.259 -2.180
H: -5.908 -2.279 -3.369
H: -4.589 -4.346 -3.385
H: -2.367 -4.432 -2.269

Calculated values
- HOMO (eV) = -5.58
- electronic energy (eV) = -62627.319
- orbital gap (hartree) = 0.278
- net charge = -1

---

# C5H13N

2 unconnected molecules or ions with the total composition C5H13N at a distorted geometry (ωB97M-V/def2-TZVPD, the OMol25 dataset).

CARTESIAN COORDINATES (ANGSTROEM)
C: -0.319 1.415 1.086
C: -0.426 -1.172 -0.990
C: 1.524 -0.034 1.572
C: -0.836 2.515 0.228
C: -0.232 -2.600 -1.477
N: 0.950 1.054 1.062
H: 1.523 1.573 0.399
H: -0.992 0.867 1.723
H: -1.482 -0.907 -1.002
H: 0.084 -0.472 -1.649
H: 2.583 -0.154 1.461
H: 1.031 -0.558 2.370
H: 0.062 -1.050 0.015
H: -0.019 3.022 -0.287
H: -1.377 3.257 0.817
H: -1.528 2.135 -0.531
H: -0.595 -2.720 -2.499
H: -0.777 -3.303 -0.845
H: 0.824 -2.869 -1.452

Calculated values
- HOMO (eV) = -6.46
- electronic energy (eV) = -6883.498
- orbital gap (hartree) = 0.277

---

LUMO energy (computed, eV): 0.45; -0.24; 1.98; 1.09